No. 1
36
Properties=species:S:1:pos:R:3:lowdin_charge:R:1 method="wB97M-V/def2-TZVPD" orbital_gap_ev="5.773 / 7.877" homo_ev="-11.60 / -12.30" charge=+1 max_force_ev_per_a=5.226 spin_multiplicity=1
C 2.415 1.160 -0.658 -0.106
C 0.637 2.785 -0.035 -0.068
C 1.339 0.180 2.316 -0.118
C -0.883 -0.997 2.504 -0.097
C 0.614 -1.311 -2.322 -0.136
C -0.589 -2.702 -0.612 -0.071
C -3.276 0.764 -1.134 0.050
C 0.873 1.372 -0.723 -0.545
C -0.101 0.136 1.827 -0.521
C 0.455 -1.560 -0.864 -0.455
O -4.376 0.898 -0.393 0.056
P -0.165 0.113 -0.036 1.139
H 2.934 1.437 -1.500 0.054
H 2.642 0.074 -0.585 0.071
H 2.921 1.643 0.179 0.086
H 1.230 3.432 -0.541 0.053
H 1.009 2.551 0.878 0.022
H -0.435 3.023 -0.021 0.083
H 1.713 -0.760 2.752 0.092
H 1.621 0.912 3.045 0.078
H 2.119 0.332 1.526 0.054
H -1.859 -0.843 2.081 0.061
H -0.858 -0.915 3.502 0.039
H -0.525 -2.043 2.262 0.106
H 1.502 -0.814 -2.591 0.065
H -0.135 -0.763 -2.814 0.070
H 0.764 -2.281 -2.717 0.082
H -1.477 -2.239 -0.323 0.034
H -0.220 -3.413 0.040 0.062
H -0.648 -3.046 -1.562 0.034
H -3.243 0.180 -1.995 0.072
H -2.595 1.661 -0.928 0.087
H 0.553 1.577 -1.810 0.134
H -0.554 1.163 2.133 0.142
H 1.487 -1.767 -0.377 0.139
H -4.892 0.061 -0.503 0.152

***

No. 2
44
Properties=species:S:1:pos:R:3:lowdin_charge:R:1 method="wB97M-V/def2-TZVPD" orbital_gap_ev=6.925 homo_ev=-4.26 charge=-1 max_force_ev_per_a=0.714 spin_multiplicity=1
C -5.080 -0.578 -1.330 -0.085
C -3.614 -0.946 -1.180 -0.309
O -2.922 0.173 -0.681 -0.165
C -1.572 -0.114 -0.253 -0.324
C -1.338 0.156 1.209 -0.268
Ga 0.625 0.221 1.834 0.465
C 1.651 -1.531 1.412 -0.292
C 0.861 -2.734 0.859 -0.289
C 1.218 -3.071 -0.594 -0.224
C 1.300 -1.798 -1.459 -0.323
S 0.648 -2.101 -3.068 0.334
O 1.467 -3.045 -3.761 -0.340
O -0.771 -2.258 -3.039 -0.336
Cl 1.008 -0.268 -3.940 0.357
B 1.636 1.935 0.995 -0.566
O 2.117 2.000 -0.317 0.046
N 1.951 3.162 1.777 -0.181
C 0.808 4.068 1.760 -0.124
C 3.219 3.817 1.445 -0.116
H -5.579 -1.228 -2.051 0.065
H -5.607 -0.649 -0.377 0.067
H -5.155 0.454 -1.677 0.072
H -3.192 -1.267 -2.143 0.105
H -3.506 -1.793 -0.485 0.119
H -0.923 0.520 -0.876 0.107
H -1.359 -1.160 -0.506 0.081
H -1.921 -0.553 1.811 0.043
H -1.741 1.152 1.426 0.043
H 0.588 0.361 3.446 -0.064
H 2.502 -1.319 0.751 0.031
H 2.100 -1.808 2.370 0.026
H 1.080 -3.634 1.445 0.096
H -0.222 -2.585 0.935 0.087
H 0.481 -3.756 -1.024 0.106
H 2.183 -3.579 -0.632 0.114
H 0.734 -0.973 -1.026 0.060
H 2.322 -1.461 -1.632 0.101
H 1.800 1.239 -0.805 0.039
H 0.378 4.231 0.759 0.081
H 0.013 3.679 2.404 0.079
H 1.110 5.045 2.148 0.072
H 3.870 3.861 2.326 0.071
H 3.077 4.845 1.090 0.072
H 3.757 3.290 0.656 0.066

***

No. 3
43
Properties=species:S:1:pos:R:3:lowdin_charge:R:1 method="wB97M-V/def2-TZVPD" orbital_gap_ev="6.975 / 7.006" homo_ev="-21.03 / -21.11" charge=+3 max_force_ev_per_a=2.244 spin_multiplicity=1
Ru 1.633 0.222 0.865 1.075
O 3.663 -0.283 2.485 -0.223
Cl 2.868 -1.432 2.238 0.809
O 3.185 -2.612 2.877 -0.091
O 2.709 -1.543 0.717 -0.379
O 1.406 -0.947 2.495 -0.438
C -1.624 -1.694 2.720 -0.007
C -1.868 -1.787 1.306 -0.072
C -3.085 -1.299 0.696 -0.019
P -0.046 -0.226 -0.277 1.071
C -0.658 1.512 -0.358 -0.520
C -0.173 2.089 0.984 -0.101
C -2.112 1.859 -0.665 -0.051
C 0.077 -1.246 -1.826 -0.511
C 1.085 -0.499 -2.722 -0.067
C -1.246 -1.513 -2.540 -0.070
H -2.167 -2.609 3.067 0.190
H -2.078 -0.841 3.219 0.127
H -0.595 -1.883 3.027 0.094
H -1.361 -2.613 0.797 0.148
H -3.555 -0.466 1.213 0.118
H -3.725 -2.202 0.859 0.187
H -3.078 -1.173 -0.386 0.091
H -0.038 1.888 -1.183 0.115
H -0.788 1.769 1.822 0.104
H -0.171 3.182 0.955 0.133
H 0.908 1.926 1.325 0.057
H -2.779 1.591 0.153 0.082
H -2.457 1.390 -1.586 0.090
H -2.186 2.938 -0.808 0.116
H 0.512 -2.186 -1.471 0.124
H 0.662 0.418 -3.131 0.101
H 1.289 -1.171 -3.560 0.124
H 2.033 -0.290 -2.230 0.066
H -1.712 -0.597 -2.904 0.094
H -1.954 -2.082 -1.941 0.071
H -1.023 -2.130 -3.413 0.118
C 2.940 2.810 -0.493 0.024
O 2.872 1.338 -0.313 -0.244
H 3.670 3.003 -1.275 0.123
H 3.239 3.274 0.443 0.114
H 1.958 3.137 -0.816 0.087
H 3.773 0.974 -0.365 0.143

***

No. 4
43
Properties=species:S:1:pos:R:3:lowdin_charge:R:1 method="wB97M-V/def2-TZVPD" orbital_gap_ev="7.338 / 3.548" homo_ev="-17.60 / -17.56" s_squared=8.7631 charge=+3 max_force_ev_per_a=2.414 spin_multiplicity=6
Fe 0.048 -0.021 0.019 0.847
S -0.533 2.272 -0.166 0.945
S -0.422 -2.350 -0.033 0.946
C -2.355 2.221 -0.091 -0.265
C -0.331 2.342 -1.992 -0.366
C -0.802 1.114 -2.753 -0.207
N -0.215 -0.093 -2.130 -0.173
C -0.744 -1.359 -2.683 -0.208
C -0.220 -2.519 -1.853 -0.366
H 0.751 2.469 -2.135 0.105
H -0.874 3.242 -2.302 0.120
H -0.472 1.163 -3.807 0.165
H -1.900 1.035 -2.739 0.138
H -0.409 -1.451 -3.732 0.165
H -1.844 -1.331 -2.676 0.138
H 0.867 -2.605 -1.993 0.105
H -0.722 -3.459 -2.108 0.121
C -2.245 -2.372 0.046 -0.265
H 0.794 -0.074 -2.320 0.148
H -2.725 -1.581 -0.538 0.059
H -2.501 -2.254 1.101 0.061
H -2.549 -3.357 -0.314 0.083
H -2.609 2.159 0.970 0.061
H -2.795 1.373 -0.625 0.059
H -2.701 3.167 -0.511 0.083
C 5.238 0.176 -1.483 -0.071
C 5.273 0.230 -0.138 -0.097
H 5.218 1.082 -2.098 0.056
H 5.281 -0.775 -2.025 0.056
H 5.295 1.185 0.398 0.049
H 5.353 -0.676 0.473 0.048
C -2.255 0.113 4.637 0.046
O -0.788 0.130 4.454 0.043
C -0.379 0.072 3.177 -0.507
O -1.148 0.002 2.197 -0.031
N 0.966 0.092 3.033 0.094
N 1.501 0.053 1.694 0.028
H -2.527 -0.774 5.220 0.118
H -2.752 0.082 3.664 0.085
H -2.549 1.020 5.176 0.118
H 1.584 0.156 3.834 0.196
H 2.099 0.879 1.549 0.135
H 2.098 -0.779 1.602 0.134

***

What did we get for energy above the lowest of the compared OMol25 structures with the same formula, charge and spin? Answer: 313.90 0.00 250.15 0.00 kJ/mol, in the order shown.